No. 1
80
Properties=species:S:1:pos:R:3:forces:R:3:lowdin_charge:R:1 method="wB97M-V/def2-TZVPD" total_energy_ha=-1910.53451 orbital_gap_ha=0.232 multiplicity=1 charge=0
Ag 1.1742 -0.1925 0.5978 -0.012 -0.048 -0.163 0.806
C -3.0765 0.8710 2.9128 -0.031 -0.001 -0.031 -0.081
C -2.0376 -0.2416 2.8369 0.035 -0.026 -0.039 -0.380
C -2.4353 -1.3906 3.7674 -0.031 -0.012 0.000 -0.054
C -0.6206 0.2218 3.1154 0.045 0.040 0.029 -0.211
C 0.4390 -0.6876 2.9675 -0.003 -0.030 0.013 -0.096
C 1.7614 -0.2913 3.1515 -0.040 0.028 0.000 -0.084
C 2.0757 1.0321 3.4876 0.037 -0.013 0.007 -0.296
C 3.5088 1.4705 3.6096 0.005 0.004 -0.012 -0.049
C 1.0270 1.9154 3.6741 0.005 -0.014 -0.003 -0.047
C -0.2966 1.5162 3.4940 -0.028 0.001 0.020 -0.049
H -4.0590 0.4701 2.6597 -0.005 0.006 0.017 0.076
H -2.8706 1.6859 2.2137 0.022 -0.007 0.015 0.058
H -3.1396 1.2965 3.9174 -0.007 -0.006 0.010 0.084
H -2.0245 -0.6368 1.8151 -0.001 -0.011 -0.007 0.111
H -2.4355 -1.0625 4.8097 0.007 0.003 0.005 0.087
H -1.7579 -2.2388 3.6751 0.016 0.014 0.008 0.074
H -3.4380 -1.7451 3.5218 -0.004 0.003 0.003 0.079
H 0.2231 -1.7196 2.7177 -0.007 0.013 0.000 0.110
H 2.5533 -1.0290 3.0787 0.009 0.011 -0.047 0.114
H 3.9055 1.7573 2.6322 0.007 -0.003 0.003 0.077
H 4.1384 0.6672 3.9927 -0.001 -0.002 0.008 0.079
H 3.6078 2.3299 4.2721 -0.011 0.002 0.001 0.077
H 1.2393 2.9407 3.9555 -0.003 0.007 0.003 0.112
H -1.0820 2.2466 3.6420 0.004 0.007 0.000 0.105
C 6.4303 -1.0283 -2.1059 -0.009 -0.015 0.003 -0.084
C 6.4294 0.3626 -2.0680 0.000 0.003 0.006 -0.084
C 5.3001 1.0455 -1.6560 -0.012 0.013 -0.019 -0.032
C 4.1739 0.3213 -1.2727 0.029 -0.008 0.013 -0.249
C 4.1699 -1.0677 -1.2878 -0.041 0.005 0.043 -0.013
C 5.3037 -1.7396 -1.7203 0.030 0.013 -0.010 -0.068
N 2.9752 0.9433 -0.8213 -0.049 -0.084 0.046 0.043
N 2.8148 2.1117 -1.1843 0.091 0.015 -0.022 0.093
C 1.6059 2.7225 -0.7218 -0.049 0.044 0.023 -0.308
C 1.4385 4.0552 -1.0605 0.061 -0.016 -0.035 -0.004
C 0.2910 4.7024 -0.6340 0.005 0.042 -0.005 -0.051
C -0.6450 3.9876 0.0901 -0.038 -0.050 0.035 -0.053
C -0.3969 2.6481 0.3581 0.015 0.016 -0.019 -0.123
N 0.7145 2.0314 -0.0256 -0.050 0.021 0.068 0.086
H 7.3174 -1.5558 -2.4317 0.002 -0.002 -0.003 0.102
H 7.3151 0.9121 -2.3588 0.001 0.005 0.000 0.102
H 5.2794 2.1254 -1.6173 -0.001 0.007 -0.002 0.102
H 3.2705 -1.5977 -0.9931 0.019 0.001 -0.022 0.074
H 5.3055 -2.8209 -1.7525 -0.005 -0.003 0.001 0.107
H 2.2058 4.5488 -1.6399 -0.003 0.003 0.000 0.113
H 0.1294 5.7461 -0.8693 0.003 0.002 -0.003 0.112
H -1.5623 4.4444 0.4338 -0.003 0.005 0.005 0.109
H -1.1133 2.0415 0.8967 0.003 0.008 -0.002 0.096
C -3.5343 2.6827 -1.2671 -0.002 0.002 0.012 -0.058
C -2.7264 1.5187 -1.7822 -0.004 -0.013 -0.008 -0.243
C -1.6118 1.7634 -2.5778 0.029 -0.013 -0.004 -0.081
C -0.8463 0.7103 -3.0556 -0.011 0.023 -0.008 -0.077
C -1.2029 -0.5950 -2.7771 -0.017 -0.037 0.019 -0.016
C -2.3244 -0.8560 -1.9907 0.045 0.045 -0.009 -0.208
N -2.7476 -2.1595 -1.7242 -0.022 -0.062 -0.004 0.093
C -1.9923 -3.3271 -1.8773 -0.020 -0.028 0.007 -0.195
C -2.5929 -4.4245 -2.4990 0.000 0.031 -0.001 -0.028
C -1.9145 -5.6195 -2.6520 0.027 -0.023 0.004 -0.095
C -0.5996 -5.7327 -2.2203 -0.015 -0.017 -0.007 -0.093
C 0.0044 -4.6453 -1.6130 0.005 0.038 -0.006 -0.025
C -0.6804 -3.4529 -1.4024 0.042 0.034 -0.011 -0.084
C 0.0064 -2.3689 -0.6105 -0.111 0.023 0.025 -0.651
O 1.2410 -2.2017 -0.7826 -0.006 -0.030 0.024 -0.080
O -0.6928 -1.7007 0.1893 0.081 0.034 0.057 -0.053
C -3.0770 0.2036 -1.4642 -0.004 0.032 0.014 -0.165
C -4.2415 -0.1146 -0.5673 -0.050 0.011 0.012 -0.037
H -3.1301 3.6215 -1.6448 -0.003 0.000 -0.006 0.071
H -3.5265 2.7306 -0.1736 -0.013 -0.001 -0.013 0.064
H -4.5792 2.6192 -1.5763 -0.005 -0.007 0.005 0.086
H -1.3424 2.7856 -2.8178 0.010 0.007 0.000 0.103
H 0.0258 0.9056 -3.6678 0.004 0.003 -0.001 0.105
H -0.6169 -1.4148 -3.1708 0.003 -0.013 0.002 0.121
H -3.7432 -2.3007 -1.7306 0.003 0.008 -0.003 0.128
H -3.6042 -4.3212 -2.8764 -0.001 -0.002 -0.001 0.108
H -2.4078 -6.4559 -3.1307 0.003 -0.005 -0.002 0.099
H -0.0533 -6.6567 -2.3552 -0.005 -0.006 -0.004 0.097
H 1.0283 -4.6997 -1.2662 -0.004 -0.010 0.000 0.114
H -3.9630 -0.8802 0.1607 0.037 -0.013 -0.022 0.080
H -5.0990 -0.4994 -1.1313 -0.010 -0.002 0.007 0.088
H -4.5887 0.7601 -0.0213 0.001 0.000 -0.019 0.062

No. 2
65
Properties=species:S:1:pos:R:3:forces:R:3:lowdin_charge:R:1 method="wB97M-V/def2-TZVPD" total_energy_ha=-5039.51238 orbital_gap_ha=0.290 multiplicity=1 charge=-1
C 6.9213 -3.6050 1.4836 0.176 0.044 0.023 -0.094
C 6.5486 -3.3881 0.0277 -0.242 -0.350 0.063 -0.301
O 5.2795 -3.8882 -0.3322 0.021 -0.002 0.085 -0.166
C 4.1964 -3.3059 0.4093 -0.248 0.199 -0.198 -0.366
C 2.9006 -3.3149 -0.3596 0.128 0.302 0.309 -0.267
Ga 1.4493 -2.5046 0.8442 0.038 -0.836 -0.398 0.414
C -0.4465 -2.9424 0.2505 0.203 0.671 0.592 -0.280
C -1.2273 -3.5118 1.4170 0.454 -0.006 -0.110 -0.327
F -1.4707 -2.5045 2.3650 -0.138 -0.148 -0.167 -0.095
P 1.7793 -0.1711 1.1392 -0.372 -0.538 0.579 0.379
O 0.8548 0.3868 2.1456 -0.585 0.643 0.110 -0.383
O 3.3318 0.0772 1.6455 0.110 -0.142 -0.361 -0.239
O 1.7407 0.7530 -0.2120 0.719 0.260 -0.071 -0.227
H 6.3935 -2.9451 2.1659 -0.165 0.028 0.040 0.064
H 7.9877 -3.4138 1.6048 0.098 0.031 0.057 0.067
H 6.7325 -4.6377 1.7683 -0.062 -0.099 0.049 0.077
H 7.2578 -3.9496 -0.5793 0.064 0.119 -0.212 0.109
H 6.6139 -2.3248 -0.2266 0.072 0.122 -0.036 0.113
H 4.0489 -3.8366 1.3523 0.215 -0.095 0.133 0.095
H 4.4498 -2.2660 0.6461 0.187 0.091 0.067 0.091
H 2.6518 -4.3461 -0.6109 -0.173 -0.064 -0.121 0.046
H 3.0388 -2.7444 -1.2783 -0.070 -0.050 -0.205 0.044
H 1.6958 -3.1402 2.3047 0.044 0.198 0.052 -0.024
H -0.4837 -3.6191 -0.5995 0.060 -0.121 -0.086 0.045
H -0.9454 -2.0107 -0.0237 -0.154 -0.006 -0.240 0.028
H -0.6246 -4.2637 1.9306 -0.193 -0.193 0.067 0.080
H -2.1909 -3.9351 1.1226 -0.160 0.058 0.121 0.096
H 3.4855 -0.6320 2.2899 0.165 0.247 -0.087 0.042
H 2.6356 0.8538 -0.5726 -0.253 -0.034 -0.022 0.057
C -5.2064 -0.7683 -2.3910 -0.299 -0.379 0.308 -0.048
C -5.3883 0.4945 -3.2507 0.478 0.053 0.146 -0.442
C -5.4957 0.3205 -4.7690 -0.145 0.039 -0.063 -0.310
F -4.3745 -0.2097 -5.2915 0.030 0.012 0.051 0.099
F -5.6862 1.5396 -5.3303 0.008 -0.055 0.003 0.091
F -4.4341 1.3980 -2.9612 -0.062 -0.023 -0.036 0.144
F -6.5935 1.0278 -2.8797 -0.096 -0.060 -0.017 0.093
O -3.9082 -1.1013 -1.9496 0.289 0.389 -0.377 0.054
C -3.0396 -1.8549 -2.7025 -0.305 0.003 0.198 -0.536
C -1.7704 -1.0709 -3.0566 0.133 0.032 0.021 -0.276
F -2.0809 0.0409 -3.7553 -0.044 -0.041 -0.040 0.098
F -0.9879 -1.8561 -3.8333 -0.012 0.030 0.008 0.099
F -3.6422 -2.3638 -3.8029 0.100 0.079 0.071 0.138
F -2.6409 -2.8893 -1.9420 -0.170 -0.174 -0.114 0.146
H -5.7407 -0.5443 -1.4694 -0.003 0.045 0.010 0.149
H -5.7062 -1.6259 -2.8434 0.034 0.060 -0.189 0.145
H -6.3488 -0.3162 -5.0201 0.021 -0.008 0.002 0.170
H -1.2340 -0.7973 -2.1457 -0.002 -0.017 -0.011 0.171
C -0.9025 3.4533 2.5442 0.253 -0.613 0.326 -0.026
C -1.4299 3.6972 1.1247 -0.117 0.314 0.212 -0.439
C -0.3966 3.9602 0.0282 0.050 -0.237 -0.132 -0.292
F 0.3090 5.0867 0.2783 -0.042 0.039 0.033 0.086
F -1.0508 4.1357 -1.1479 0.026 0.033 0.015 0.086
F -2.3620 4.6848 1.1333 0.056 -0.001 -0.037 0.117
F -2.0596 2.5525 0.7475 -0.001 -0.075 -0.006 0.110
O -0.9355 4.5414 3.4658 -0.125 0.445 -0.431 0.048
C 0.0678 5.4579 3.5594 -0.053 -0.396 -0.002 -0.553
C -0.4269 6.8682 3.2164 0.020 0.131 0.045 -0.288
F -0.9090 6.9231 1.9621 0.054 -0.004 -0.021 0.101
F 0.6148 7.7346 3.3091 -0.061 -0.010 0.008 0.086
F 1.1520 5.1304 2.8364 -0.085 0.052 0.066 0.158
F 0.4488 5.5137 4.8633 0.099 -0.005 0.020 0.129
H -1.5921 2.7321 2.9755 -0.025 -0.021 -0.005 0.151
H 0.0702 2.9595 2.5249 0.039 0.045 -0.124 0.134
H 0.2841 3.1092 -0.0633 0.010 0.000 0.029 0.161
H -1.2083 7.1668 3.9181 0.014 -0.011 -0.001 0.171